No. 1
Below is a 8-piece molecular cluster, C28H65BNO13PS7 overall in a non-equilibrium geometry, with properties calculated with ωB97M-V with the def2-TZVPD basis set.

Calculated values
charge: 0
Kohn-Sham gap: 7.823 eV

```
116
Properties=species:S:1:pos:R:3:forces:R:3:lowdin_charge:R:1
C -1.2206 -0.5397 -4.6730 -0.1 0.2 0.2 -0.10
C 0.0892 -1.3155 -4.9111 -0.5 0.8 1.4 -0.12
C 1.2979 -0.4513 -4.5591 0.1 -0.6 -1.3 -0.49
O 2.2960 -0.4296 -5.2534 -0.4 0.2 0.7 0.09
O 1.1465 0.2655 -3.4286 0.6 -0.7 -0.3 -0.03
C 2.3092 1.0403 -3.0727 -0.3 1.5 0.1 -0.20
C 1.9874 1.8068 -1.7709 0.7 -0.3 -0.7 -0.30
P 2.8458 1.1476 -0.2076 -0.9 -0.1 0.9 0.87
O 3.6437 0.6439 1.3073 0.3 0.0 -0.1 -0.34
C 2.0976 -0.5528 -0.3812 0.2 0.3 0.0 -0.25
C 3.1169 -1.5154 -1.0569 -1.2 0.3 0.4 -0.13
C 3.0374 -2.9873 -0.6179 1.1 -0.7 -0.4 -0.41
O 3.7911 -3.7730 -1.1507 -0.6 0.6 0.3 0.11
N 2.1139 -3.4778 0.3785 0.2 0.6 -0.8 0.10
C 0.7541 -3.5463 -0.0433 -0.2 -0.3 0.9 -0.25
C 0.2549 -3.0347 -1.2194 0.9 0.6 -1.1 -0.05
C -1.0790 -3.1069 -1.5514 -0.8 -0.1 -0.2 -0.08
C -1.9603 -3.7393 -0.7054 -0.7 -0.2 0.0 -0.09
C -1.4558 -4.2855 0.4587 -0.8 -0.5 0.8 -0.09
C -0.1387 -4.1902 0.8105 0.8 0.0 0.2 -0.03
B 1.9696 2.5820 0.7806 -0.4 0.5 0.5 -0.67
O 2.6260 3.7635 1.1018 -0.1 -0.5 -0.9 0.10
O 0.6284 2.4549 1.1699 0.6 -0.2 -0.9 0.09
H -1.3132 0.3027 -5.3685 -0.1 -0.3 -0.1 0.07
H -1.2437 -0.0988 -3.6697 0.2 -0.2 -0.1 0.07
H -2.1012 -1.1846 -4.7375 0.2 0.1 -0.3 0.08
H 0.1550 -1.6967 -5.9271 0.2 0.0 0.2 0.10
H 0.0985 -2.1197 -4.1609 0.1 -0.2 -0.5 0.10
H 3.2334 0.4552 -3.0351 -0.3 -0.3 0.0 0.11
H 2.4539 1.7883 -3.8631 0.0 -0.3 0.0 0.13
H 2.3435 2.8325 -1.9258 -0.2 -0.1 0.1 0.05
H 0.8938 1.8388 -1.6773 0.2 0.0 0.1 0.09
H 4.1369 1.4069 -0.7237 -0.2 -0.3 -0.1 0.08
H 3.1340 1.0112 2.0369 0.2 -0.2 0.2 0.00
H 1.1730 -0.4449 -0.9542 0.2 -0.2 -0.1 0.08
H 1.7964 -0.9246 0.6012 0.3 0.2 0.0 0.09
H 2.8910 -1.5177 -2.1296 0.4 -0.1 0.1 0.10
H 4.1370 -1.1458 -0.9246 0.0 -0.4 0.0 0.11
H 2.2208 -3.0043 1.2687 -0.1 0.0 0.0 0.14
H 0.9053 -2.5474 -1.9429 0.1 -0.1 0.2 0.09
H -1.4722 -2.6760 -2.4679 0.3 0.0 0.0 0.09
H -3.0300 -3.8294 -0.9163 0.4 0.1 0.0 0.08
H -2.1041 -4.8210 1.1493 -0.1 0.2 -0.2 0.11
H 0.2390 -4.6270 1.7339 -0.2 0.1 -0.2 0.08
H 2.4034 4.4342 0.4318 0.3 0.3 0.3 0.07
H 0.1137 2.9322 0.5040 -0.4 0.0 0.4 0.10
C -7.2707 -4.5727 -1.6691 0.0 0.0 -0.1 -0.27
S -6.4906 -5.0861 -0.1316 -0.1 0.0 0.1 0.81
O -5.1561 -4.4380 -0.0775 0.0 0.0 -0.1 -0.55
C -6.2312 -6.7998 -0.6147 0.0 -0.1 -0.1 -0.27
H -7.4839 -3.5077 -1.6010 0.0 0.0 0.1 0.05
H -6.5959 -4.7574 -2.5054 0.0 0.0 0.0 0.06
H -8.2026 -5.1221 -1.8052 0.0 0.0 0.0 0.05
H -5.6236 -6.8402 -1.5191 0.0 0.1 0.0 0.06
H -7.1958 -7.2791 -0.7842 0.0 0.0 0.0 0.05
H -5.7119 -7.3053 0.1970 0.0 0.1 0.0 0.05
C -0.8182 3.6169 5.6465 0.0 0.0 0.2 -0.26
S -0.9378 2.4947 4.2395 0.1 0.1 -0.1 0.80
O -2.2738 1.8385 4.3089 0.0 0.0 0.2 -0.56
C 0.2739 1.3087 4.8403 0.0 -0.1 0.0 -0.26
H -1.5285 4.4290 5.4993 0.0 -0.1 -0.1 0.05
H -1.0586 3.0876 6.5686 0.0 -0.1 0.0 0.03
H 0.1911 4.0257 5.7006 0.0 0.0 0.0 0.05
H -0.0331 0.9215 5.8123 0.1 0.1 0.0 0.02
H 1.2475 1.7930 4.9209 0.0 0.0 0.0 0.06
H 0.3363 0.4900 4.1245 -0.1 0.1 -0.1 0.05
C 1.6228 6.7538 -4.1969 0.1 0.0 -0.1 -0.26
S 0.7780 6.1566 -2.7284 -0.1 0.3 0.1 0.80
O 1.3530 4.8281 -2.3935 -0.1 -0.1 0.0 -0.54
C -0.8071 5.8647 -3.5303 0.0 -0.1 -0.1 -0.27
H 2.6573 6.9610 -3.9301 0.0 0.0 0.1 0.05
H 1.5910 5.9922 -4.9767 0.0 0.0 0.1 0.06
H 1.1449 7.6706 -4.5425 0.0 0.0 0.0 0.05
H -0.6820 5.1601 -4.3532 0.0 0.0 0.0 0.06
H -1.2055 6.8103 -3.8990 0.0 0.0 0.0 0.05
H -1.4891 5.4462 -2.7924 0.1 0.0 0.0 0.05
C 2.9969 8.2530 2.2214 0.1 0.1 0.0 -0.26
S 1.9748 7.1712 1.2136 -0.1 0.0 0.2 0.81
O 2.7215 6.9022 -0.0456 0.0 0.0 0.0 -0.55
C 0.7131 8.3967 0.8354 0.0 0.1 0.0 -0.27
H 3.8754 7.6923 2.5344 0.0 -0.1 0.0 0.05
H 3.3053 9.1202 1.6368 0.0 0.0 -0.1 0.06
H 2.4342 8.5686 3.1001 0.0 0.0 0.0 0.05
H 1.1680 9.2544 0.3386 0.0 0.0 0.0 0.06
H 0.2238 8.7091 1.7581 0.0 0.0 0.0 0.05
H -0.0180 7.9364 0.1735 0.1 -0.1 0.0 0.04
C 2.5599 -7.4829 4.5137 0.1 0.0 0.1 -0.27
S 1.1947 -7.2376 3.3695 0.0 -0.1 -0.2 0.82
O 0.8756 -5.7863 3.3710 0.0 -0.1 0.3 -0.55
C -0.0491 -8.0558 4.3794 -0.1 0.0 0.1 -0.27
H 3.4430 -7.0060 4.0930 -0.1 0.0 -0.1 0.05
H 2.3222 -7.0283 5.4758 -0.1 0.0 0.0 0.06
H 2.7455 -8.5504 4.6340 0.0 0.0 0.0 0.05
H -0.1186 -7.5643 5.3502 0.0 0.0 0.0 0.06
H 0.2185 -9.1054 4.5040 0.0 0.0 0.0 0.05
H -1.0047 -7.9831 3.8638 0.0 0.0 -0.1 0.05
C -1.6590 0.7399 -9.1085 0.0 0.1 0.1 -0.27
S -1.3688 -1.0332 -9.2074 0.1 0.0 -0.1 0.80
O -1.8355 -1.6274 -7.9287 0.0 0.1 0.1 -0.55
C 0.4262 -0.9342 -9.1240 0.1 0.1 0.1 -0.27
H -2.7344 0.9072 -9.1033 0.0 -0.1 0.0 0.05
H -1.2232 1.1345 -8.1900 0.0 -0.1 0.0 0.05
H -1.2190 1.2294 -9.9776 0.0 0.0 0.0 0.05
H 0.7278 -0.4305 -8.2044 0.0 0.0 0.0 0.05
H 0.8003 -0.3919 -9.9928 0.0 0.0 0.0 0.05
H 0.8219 -1.9479 -9.1308 -0.1 0.0 0.0 0.05
C -1.9503 -0.1934 8.6084 0.0 -0.1 -0.1 -0.26
S -0.7674 1.1289 8.8939 -0.1 0.0 0.0 0.80
O 0.4120 0.8680 8.0225 -0.1 -0.1 0.2 -0.55
C -0.3246 0.6296 10.5641 0.1 -0.1 0.1 -0.27
H -2.3301 -0.0946 7.5923 0.0 0.1 0.0 0.05
H -1.4581 -1.1595 8.7230 0.1 0.0 0.0 0.06
H -2.7747 -0.1015 9.3157 0.0 0.1 0.0 0.05
H 0.0622 -0.3896 10.5534 0.0 0.0 -0.1 0.06
H -1.2031 0.6949 11.2061 0.0 0.0 0.0 0.05
H 0.4436 1.3085 10.9290 0.0 0.0 -0.1 0.05
```
Forces are in eV/Å.



No. 2
Below is a 13-piece molecular cluster, C28H66FN16O26 overall in a non-equilibrium geometry, with properties calculated with ωB97M-V with the def2-TZVPD basis set.

Calculated values
charge: +1
Kohn-Sham gap: 9.017 eV

```
137
Properties=species:S:1:pos:R:3:forces:R:3:lowdin_charge:R:1
C 0.8110 -4.0339 2.7104 0.2 -0.1 -0.1 -0.12
O 0.4140 -4.7556 1.5921 -0.1 -0.6 -0.4 -0.17
C -0.0066 -3.9810 0.4950 0.2 0.3 0.6 -0.23
C -1.3378 -3.3093 0.6847 0.2 0.1 0.2 -0.20
C -2.3079 -4.1523 1.4498 -0.2 0.8 0.1 -0.17
C -3.7418 -3.6298 1.5192 0.7 -0.1 0.2 -0.17
C -3.9845 -2.1985 1.1282 -0.5 -0.2 -0.1 -0.20
C -5.4823 -1.8986 1.0861 0.7 0.3 0.9 -0.19
C -5.9609 -0.9546 2.1717 0.2 0.1 -0.4 -0.18
C -5.0913 0.2640 2.3726 -0.4 -0.1 -0.1 -0.21
C -4.7673 0.9533 1.0723 0.8 0.0 0.8 -0.20
C -3.7089 2.0173 1.2272 -0.5 0.2 -0.4 -0.18
C -2.3755 1.3983 1.3616 0.9 0.2 0.5 -0.18
N -1.3031 2.3816 1.4941 0.1 -0.5 -0.2 0.13
C -0.0398 2.0170 1.4963 -1.0 0.3 0.0 -0.33
N 1.0030 2.8257 1.6248 -0.6 1.9 0.1 0.25
C 2.0565 2.0880 1.5770 -0.3 0.1 -0.4 -0.32
C 3.3974 2.6113 1.7088 0.2 -0.8 0.9 0.00
C 3.6512 2.8850 3.1491 -3.8 1.0 4.7 -0.38
O 2.7938 3.0534 4.0676 4.4 -0.9 -4.4 0.12
F 4.9551 2.9097 3.3688 0.0 0.2 0.4 0.14
N 1.7496 0.8174 1.3980 0.3 -0.4 0.2 0.15
N 0.3805 0.7553 1.3580 0.4 -1.0 -0.2 0.19
H 0.3736 -4.4621 3.5857 -0.4 -0.3 0.7 0.09
H 1.8812 -4.0708 2.8320 0.6 0.0 0.0 0.08
H 0.5029 -3.0073 2.6589 -0.2 0.8 0.0 0.07
H 0.7329 -3.2235 0.2843 0.7 0.4 -0.3 0.10
H -0.0311 -4.6256 -0.3491 -0.1 -0.8 -0.7 0.12
H -1.2061 -2.3660 1.1974 0.1 0.6 0.3 0.08
H -1.7109 -3.0740 -0.2852 -0.3 0.3 -0.9 0.11
H -1.9156 -4.2576 2.4403 0.2 -0.2 0.7 0.11
H -2.2971 -5.1148 1.0171 -0.1 -1.2 -0.4 0.08
H -4.3830 -4.2902 0.9797 -0.5 -0.3 -0.6 0.08
H -4.0331 -3.7121 2.5430 -0.5 -0.2 0.8 0.12
H -3.5721 -1.9815 0.1686 0.4 0.1 -0.9 0.09
H -3.4728 -1.5717 1.8363 0.3 0.5 0.4 0.09
H -5.9742 -2.8217 1.2310 -0.8 -0.9 0.0 0.07
H -5.7619 -1.5618 0.1214 -0.3 0.5 -0.9 0.08
H -6.9310 -0.5977 1.9012 -0.9 0.1 -0.2 0.11
H -6.0767 -1.5073 3.0826 0.0 -0.2 0.7 0.11
H -4.2259 -0.0164 2.9322 0.9 -0.1 0.3 0.09
H -5.6089 0.9666 2.9949 -0.4 0.5 0.5 0.11
H -5.6517 1.3908 0.6893 -0.9 0.3 -0.6 0.10
H -4.3865 0.2475 0.3648 -0.1 -0.5 -0.7 0.08
H -3.7014 2.6348 0.3531 0.0 0.5 -0.7 0.12
H -3.9362 2.6596 2.0519 -0.1 0.5 0.8 0.12
H -2.3298 0.7655 2.2230 -0.1 -0.5 0.8 0.12
H -2.1758 0.7724 0.5158 0.1 -0.4 -0.8 0.13
H -1.5071 3.3534 1.6047 0.0 0.4 0.1 0.16
H 3.4997 3.5230 1.1783 0.3 0.9 -0.7 0.11
H 4.1300 1.8954 1.3997 0.6 -0.3 -0.5 0.14
H 2.4096 0.0699 1.3122 -0.3 -0.7 0.0 0.18
H -0.1118 -0.1129 1.2353 -0.1 -0.2 0.0 0.17
C 5.5125 6.5621 2.5476 0.1 -0.1 0.1 0.05
N 5.3804 6.2471 1.1025 0.1 0.0 0.1 -0.41
O 5.8186 7.0247 0.2973 0.1 0.5 -0.2 0.09
O 4.8359 5.2005 0.7948 -0.2 -0.4 0.1 0.03
H 6.0153 7.5126 2.6550 0.1 0.0 -0.1 0.07
H 4.5107 6.6077 2.9575 -0.1 -0.1 0.0 0.10
H 6.0816 5.7562 3.0027 -0.1 -0.1 -0.1 0.09
C 4.1144 10.6377 1.1255 -0.1 0.0 -0.1 0.06
N 4.4559 9.6229 2.1578 -0.2 0.3 -0.2 -0.44
O 3.5748 8.8873 2.5513 -0.2 -0.1 0.0 0.06
O 5.6019 9.5972 2.5369 0.3 0.2 0.2 0.07
H 3.0640 10.5401 0.8871 -0.1 0.0 0.0 0.10
H 4.3384 11.6121 1.5455 0.1 0.0 0.0 0.10
H 4.7403 10.4383 0.2622 0.1 0.0 0.0 0.10
C -2.4550 -8.9822 -0.0482 0.0 -0.1 0.0 0.05
N -3.3595 -8.3304 0.9384 0.1 0.0 -0.2 -0.45
O -3.9148 -9.0294 1.7483 -0.2 -0.3 0.2 0.08
O -3.4755 -7.1267 0.8591 -0.1 0.3 -0.1 0.06
H -2.4524 -10.0464 0.1453 0.0 -0.1 0.0 0.09
H -2.8407 -8.7591 -1.0369 0.0 0.1 0.0 0.10
H -1.4682 -8.5519 0.0850 0.0 0.1 0.0 0.10
C 8.0119 5.3028 -1.2957 -0.2 0.1 0.0 0.03
N 9.4894 5.4297 -1.2376 -0.3 0.0 0.1 -0.45
O 9.9652 6.5360 -1.1626 0.2 0.3 -0.1 0.08
O 10.1259 4.3988 -1.2719 0.2 -0.4 0.0 0.05
H 7.5781 6.2910 -1.2505 0.0 0.1 0.0 0.08
H 7.7672 4.8113 -2.2304 0.0 -0.1 0.0 0.07
H 7.7033 4.7059 -0.4447 0.0 -0.1 0.0 0.08
C 10.4496 1.0054 -0.7476 0.1 0.0 0.1 0.05
N 9.3970 -0.0474 -0.7483 0.2 0.2 0.1 -0.46
O 9.3859 -0.8426 0.1638 0.0 -0.2 0.3 0.06
O 8.6071 -0.0314 -1.6631 -0.3 0.0 -0.3 0.06
H 11.0690 0.8664 0.1282 0.0 -0.1 0.0 0.09
H 11.0251 0.8958 -1.6599 -0.1 0.0 -0.1 0.10
H 9.9476 1.9675 -0.7290 0.0 0.0 -0.1 0.08
C -7.5978 -6.2284 -0.9853 0.2 0.0 0.0 0.02
N -6.9975 -5.1351 -0.1768 -0.1 -0.1 -0.1 -0.43
O -6.2866 -4.3334 -0.7417 0.2 0.1 -0.3 0.06
O -7.2606 -5.1124 1.0037 -0.1 0.0 0.3 0.08
H -7.2685 -6.1044 -2.0075 0.0 0.0 -0.1 0.09
H -7.2540 -7.1716 -0.5761 0.0 0.0 0.1 0.09
H -8.6714 -6.1378 -0.9062 -0.1 0.0 0.1 0.08
C 9.6167 5.0849 3.9559 0.1 0.1 0.1 0.06
N 9.1130 5.9702 2.8698 0.2 -0.1 0.1 -0.45
O 8.9692 7.1422 3.1101 -0.1 0.3 0.1 0.09
O 8.8773 5.4461 1.8017 -0.2 -0.3 -0.3 0.05
H 9.7795 5.6898 4.8377 0.0 0.1 0.0 0.10
H 8.8639 4.3232 4.1291 0.0 -0.1 -0.1 0.10
H 10.5401 4.6373 3.6051 0.0 -0.1 -0.1 0.10
C -10.0081 -10.4011 -2.0034 -0.1 0.1 -0.1 0.06
N -8.9792 -9.3321 -1.8880 -0.2 -0.1 0.0 -0.43
O -9.2650 -8.2152 -2.2681 -0.2 0.2 -0.2 0.04
O -7.9136 -9.6415 -1.4165 0.3 -0.2 0.2 0.08
H -10.8995 -9.9700 -2.4384 0.0 0.1 0.0 0.10
H -9.5934 -11.1798 -2.6340 0.1 -0.1 0.0 0.10
H -10.1956 -10.7768 -1.0034 0.1 -0.1 0.0 0.10
C -6.5257 0.3060 -3.7503 -0.1 0.0 0.0 0.06
N -6.0638 0.1723 -2.3415 -0.2 0.0 -0.3 -0.44
O -6.6046 0.8549 -1.4999 -0.1 0.1 0.1 0.07
O -5.1709 -0.6175 -2.1372 0.3 -0.1 0.1 0.07
H -7.3194 1.0402 -3.7786 0.0 0.0 0.0 0.09
H -5.6723 0.6183 -4.3425 0.1 -0.1 0.0 0.10
H -6.8764 -0.6711 -4.0664 0.0 -0.1 0.0 0.10
C -9.9090 -5.4400 -4.4338 0.1 0.0 -0.1 0.06
N -9.3031 -4.3582 -3.6106 -0.1 -0.2 -0.1 -0.45
O -8.5786 -3.5609 -4.1586 0.2 0.2 -0.2 0.07
O -9.5784 -4.3539 -2.4333 -0.1 0.0 0.3 0.06
H -9.5745 -5.3171 -5.4552 0.0 0.0 0.0 0.09
H -9.5800 -6.3858 -4.0150 -0.1 0.0 0.1 0.08
H -10.9859 -5.3405 -4.3534 0.0 0.0 0.1 0.10
C 2.5150 0.3039 -1.7994 0.0 0.0 0.0 0.03
N 2.3205 -0.7638 -2.8202 -0.1 0.1 0.2 -0.46
O 1.2388 -1.3080 -2.8487 -0.3 -0.1 0.0 0.07
O 3.2563 -1.0044 -3.5351 0.3 -0.1 -0.2 0.10
H 1.5922 0.4004 -1.2434 -0.1 0.0 0.0 0.07
H 3.3416 -0.0054 -1.1660 0.1 0.0 -0.1 0.09
H 2.7557 1.2236 -2.3228 0.1 0.0 0.0 0.11
C 8.2823 6.9156 -5.3144 0.1 0.0 0.1 0.06
N 7.2948 5.8000 -5.3501 0.2 0.2 0.0 -0.45
O 7.3310 4.9802 -4.4573 0.0 -0.2 0.2 0.05
O 6.5190 5.7843 -6.2713 -0.3 0.0 -0.3 0.08
H 8.9057 6.7958 -4.4378 0.0 0.0 0.0 0.09
H 8.8664 6.8580 -6.2261 0.0 0.0 -0.1 0.10
H 7.7201 7.8421 -5.2778 0.0 0.0 -0.1 0.10
```
Forces are in eV/Å.



Number 1: M 890.1 g mol⁻¹. Number 2: M 1061.9 g mol⁻¹.